Entry 1:
Below is a structure of composition C14H22AlBrFO5S, with properties calculated with ωB97M-V/def2-TZVPD.

Computed properties:
E_HOMO: -5.177 eV
Lowest unoccupied orbital energy: 2.61 eV
Frontier orbital gap: 7.79 eV

```
! RIJCOSX wB97M-V def2-TZVPD def2/J DEFGRID3
* xyz -1 1
Br -0.35 -0.61 3.44
S 0.83 -3.77 -0.68
Al 0.22 -2.65 1.21
F 2.70 -1.37 0.77
O -2.28 1.33 -0.47
O 1.37 -2.60 2.71
O -1.87 -5.77 0.50
O 0.40 -0.85 0.69
O -2.91 -3.82 -0.66
C 3.10 0.03 5.22
C -2.16 -4.44 0.46
C 1.53 -1.14 2.90
C 1.48 1.77 -2.75
C -3.31 0.44 -1.07
C 1.64 -0.49 1.40
C 1.59 1.89 0.01
C -2.22 2.62 -1.17
C -0.16 1.49 -2.64
C 2.29 1.36 -1.38
C 2.28 1.01 1.25
C -1.64 -3.41 1.66
C -0.89 2.85 -2.10
C 2.61 -0.63 4.05
H -1.26 3.44 -3.07
H -4.33 1.04 -1.27
H 0.27 -3.01 -1.74
H 3.42 0.87 0.96
H 1.88 1.02 -3.59
H 1.73 2.84 -3.14
H 0.44 1.70 0.08
H 2.54 0.21 -1.29
H 1.76 3.05 0.20
H -2.45 -2.60 1.93
H 2.25 1.63 2.27
H -3.51 -0.45 -0.34
H 3.35 1.91 -1.45
H -3.05 -2.86 -0.43
H -0.50 1.21 -3.72
H -2.18 3.46 -0.32
H -0.18 3.61 -1.53
H -0.27 0.56 -1.94
H -3.22 2.86 -1.77
H 3.50 0.39 6.29
H -2.95 -0.03 -2.10
H -1.53 -4.10 2.63
*
```

Entry 2:
Below is a cluster of 5 separate species, C14H22BCl16F in total, with properties calculated with ωB97M-V/def2-TZVPD.

Computed properties:
E_HOMO: -10.602 eV
Lowest unoccupied orbital energy: 0.04 eV
Frontier orbital gap: 10.64 eV
Structure (SMILES): ClC(Cl)(Cl)Cl.ClC(Cl)(Cl)Cl.ClC(Cl)(Cl)Cl.ClC(Cl)(Cl)Cl.CCCCCCCCBCCF

```
! RIJCOSX wB97M-V def2-TZVPD def2/J DEFGRID3
* xyz 0 1
Cl 0.50 2.02 3.67
Cl 8.71 1.66 2.83
Cl 3.11 1.11 2.83
Cl 8.37 2.98 5.37
Cl -4.77 4.65 2.37
Cl 8.24 0.10 5.22
Cl 2.35 3.89 2.48
Cl -3.76 3.87 -0.22
Cl 6.12 1.71 4.09
Cl -5.33 2.02 1.32
Cl 2.85 2.84 5.13
Cl -2.67 2.68 2.17
Cl 8.04 4.14 0.81
Cl 5.95 6.10 1.20
Cl 6.00 4.50 -1.20
Cl 5.34 3.28 1.33
F 1.10 -2.44 -3.73
C -1.91 0.64 -1.47
C 6.33 4.50 0.53
C -0.15 -2.92 -3.33
C -3.54 -1.29 -1.83
C 2.21 2.47 3.53
C 0.02 -3.94 -2.24
C -4.13 3.31 1.41
C -3.37 0.19 -1.44
C -3.44 -2.20 -0.62
C 7.86 1.61 4.38
C -2.76 -4.23 -2.12
C -1.08 0.24 -0.23
C 0.09 1.21 0.02
C -3.55 -3.71 -0.89
B -1.29 -4.66 -1.75
H -2.79 -3.55 -2.97
H -1.16 -5.62 -1.05
H -1.47 0.12 -2.32
H -0.64 -0.73 -0.46
H 0.70 -4.71 -2.61
H -0.63 -3.35 -4.21
H -4.58 -4.03 -0.95
H -3.91 0.81 -2.15
H -1.83 1.71 -1.64
H -4.29 -1.94 0.01
H -2.56 -2.01 -0.02
H 0.53 -3.47 -1.40
H -0.22 2.23 -0.17
H -3.14 -4.22 -0.02
H 0.95 0.93 -0.58
H -3.83 0.34 -0.46
H -0.72 -2.05 -2.99
H -4.51 -1.40 -2.31
H -3.25 -5.15 -2.44
H 0.38 1.13 1.06
H -2.78 -1.52 -2.57
H -1.72 0.16 0.64
*
```

Entry 3:
Below is a cluster of 3 separate species, C14H22BF6O6P in total, with properties calculated with ωB97M-V/def2-TZVPD.

Computed properties:
E_HOMO: -8.060 eV
Lowest unoccupied orbital energy: 0.56 eV
Frontier orbital gap: 8.62 eV
Structure (SMILES): CCOC(=O)C(F)(F)F.CCOC(=O)C(F)(F)F.C#CCCCPB(O)OC

```
! RIJCOSX wB97M-V def2-TZVPD def2/J DEFGRID3
* xyz 0 1
P -2.07 0.61 4.27
F -2.00 -5.17 0.92
F 3.63 1.72 -4.63
F 3.01 0.27 -3.16
F -3.93 -4.23 0.71
F -2.14 -3.03 0.82
F 5.10 0.70 -3.41
O -2.27 -3.26 -1.88
O 2.86 2.50 -1.60
O 4.82 3.18 -2.45
O -2.76 -5.43 -1.64
O -2.98 3.25 3.50
O -0.93 3.26 4.73
C -1.29 -5.73 -3.55
C 3.77 2.37 -2.35
C -2.53 -0.05 2.58
C 4.84 4.30 -1.55
C -2.71 -5.62 -3.06
C 5.28 3.89 -0.16
C -0.51 0.05 0.05
C -2.64 -4.16 0.33
C -1.98 0.16 0.10
C 0.69 0.10 0.01
C -2.52 -4.21 -1.20
C 3.88 1.25 -3.40
C -2.31 0.94 1.42
C 0.32 2.91 4.12
B -1.97 2.55 4.18
H 5.36 4.76 0.49
H -2.29 0.80 -0.74
H -2.57 3.57 2.69
H -1.45 1.61 1.57
H 4.58 3.19 0.29
H 0.49 1.83 4.28
H -1.27 -5.95 -4.62
H 1.17 3.43 4.57
H -0.73 -4.81 -3.38
H 1.71 0.26 0.24
H 6.25 3.39 -0.21
H -3.25 -6.54 -3.27
H -3.25 -4.81 -3.56
H 3.86 4.78 -1.53
H -3.20 0.34 5.08
H -1.90 -0.92 2.41
H -2.43 -0.83 0.08
H -3.58 -0.38 2.54
H 0.34 3.08 3.03
H -0.76 -6.53 -3.02
H 5.54 5.01 -1.97
H -3.21 1.55 1.28
*
```

Entry 4:
Below is an isolated molecule of C14H22ClNO2, with properties calculated with ωB97M-V/def2-TZVPD.

Computed properties:
E_HOMO: -8.352 eV
Lowest unoccupied orbital energy: 0.76 eV
Frontier orbital gap: 9.12 eV
Structure (SMILES): Cc1cc(OCCCCCNCCO)ccc1Cl
Energy above the lowest of the compared OMol25 structures with the same formula, charge and spin: 1165.7 kJ/mol

```
! RIJCOSX wB97M-V def2-TZVPD def2/J DEFGRID3
* xyz 0 1
Cl 6.61 -1.38 -0.24
O -6.68 -0.53 0.23
O 1.56 1.70 0.77
N -3.81 -0.83 0.26
C 4.98 0.54 -0.64
C -2.80 -1.58 0.04
C 0.50 1.18 1.54
C -4.49 -0.09 -1.01
C 2.80 0.73 0.58
C 3.78 1.28 -0.42
C 5.80 1.03 -1.63
C -5.93 0.46 -0.32
C -1.58 -0.96 -1.01
C 5.05 -0.68 0.32
C -0.19 -0.28 0.99
C 3.12 -0.52 1.23
C 4.24 -1.08 1.20
C -0.89 0.35 -0.17
H 2.50 -0.75 2.16
H -6.54 0.83 -1.21
H -2.35 -2.11 0.87
H 5.89 0.28 -2.43
H -3.56 0.06 0.84
H 0.99 0.79 2.63
H 5.34 1.92 -1.95
H -4.82 -0.89 -1.81
H 4.51 -1.83 1.65
H -1.68 1.02 -0.15
H -3.97 0.57 -1.56
H 0.49 -0.91 0.95
H -0.96 -0.51 1.84
H -0.90 -1.76 -0.94
H 6.60 1.41 -1.19
H -6.10 -0.91 1.01
H -3.09 -2.24 -0.68
H 3.36 2.06 -1.14
H -5.74 1.35 0.35
H 0.00 2.16 1.77
H -1.91 -0.67 -1.79
H -0.15 0.79 -0.94
*
```

Entry 5:
Below is a structure of composition C14H22FNNbO4, with properties calculated with ωB97M-V/def2-TZVPD.

Computed properties:
E_HOMO: -4.621 eV
Lowest unoccupied orbital energy: 2.57 eV
Frontier orbital gap: 7.19 eV

```
! RIJCOSX wB97M-V def2-TZVPD def2/J DEFGRID3
* xyz -1 1
Nb -0.01 0.80 0.42
F 4.15 -0.20 -5.61
O 2.90 1.20 -4.36
O 4.08 1.16 -2.44
O 2.18 -2.33 0.38
O 2.08 2.21 -2.51
N 1.95 -0.05 0.27
C -5.43 0.34 1.94
C -3.21 0.63 1.08
C -5.38 -1.02 1.70
C -4.38 1.15 1.64
C 2.93 1.59 -3.04
C 4.21 0.81 -4.69
C -4.25 -1.54 1.15
C 2.11 -1.26 0.99
C 4.76 0.33 -3.37
C 2.16 -1.31 2.51
C -3.19 -0.71 0.85
C 3.01 0.91 0.61
C -2.10 1.61 0.73
C -4.12 -3.02 0.85
H 3.87 0.71 -0.05
H -2.40 2.23 -0.12
H -2.03 2.29 1.60
H -4.07 -3.17 -0.23
H -0.62 -0.52 -0.69
H 4.51 -0.72 -3.18
H 3.15 -1.62 2.88
H 3.38 0.77 1.63
H 2.73 1.94 0.42
H -3.14 -3.34 1.24
H 0.66 2.28 1.32
H -4.46 2.21 1.83
H -4.93 -3.61 1.29
H 1.43 -2.06 2.82
H -0.26 -0.18 1.95
H -6.21 -1.67 1.93
H -6.32 0.77 2.39
H -2.32 -1.18 0.39
H 1.85 -0.37 2.96
H 4.75 1.65 -5.12
H 5.84 0.46 -3.29
H 0.14 1.83 -1.10
*
```

Entry 6:
Below is an isolated molecule of C14H22FNO2, with properties calculated with ωB97M-V/def2-TZVPD.

Computed properties:
E_HOMO: -8.400 eV
Lowest unoccupied orbital energy: 0.87 eV
Frontier orbital gap: 9.27 eV
Structure (SMILES): CCCCNCCOCCOc1ccc(F)cc1
Energy above the lowest of the compared OMol25 structures with the same formula, charge and spin: 19.2 kJ/mol

```
! RIJCOSX wB97M-V def2-TZVPD def2/J DEFGRID3
* xyz 0 1
F 5.08 -3.08 0.33
O 3.55 2.15 -0.10
O 0.28 1.43 0.44
N -1.96 -0.73 -1.68
C 3.85 0.83 0.05
C -2.64 -1.80 -0.99
C 3.03 -0.12 0.64
C 3.44 -1.44 0.74
C 5.52 -0.87 -0.36
C -0.93 0.98 -0.14
C 4.68 -1.80 0.24
C -4.41 -0.43 0.23
C 2.33 2.65 0.40
C -5.11 -0.18 1.56
C -0.75 -0.20 -1.11
C -3.32 -1.49 0.35
C 1.11 2.19 -0.41
C 5.10 0.44 -0.45
H 5.73 1.19 -0.91
H -3.76 -2.41 0.73
H -0.11 0.12 -1.94
H 2.05 0.15 1.02
H -1.55 0.69 0.71
H -4.40 0.17 2.31
H 0.54 3.06 -0.79
H -2.57 -1.16 1.08
H -5.15 -0.75 -0.51
H -1.42 1.82 -0.67
H 1.45 1.61 -1.27
H -3.39 -2.19 -1.68
H -2.61 0.02 -1.91
H 2.45 3.74 0.34
H 2.18 2.37 1.45
H -1.90 -2.60 -0.83
H -5.89 0.58 1.45
H -5.57 -1.09 1.92
H 2.81 -2.18 1.19
H 6.48 -1.18 -0.74
H -3.98 0.51 -0.13
H -0.23 -1.01 -0.59
*
```

Entry 7:
Below is a cluster of 3 separate species, C14H22FNO6PS in total, with properties calculated with ωB97M-V/def2-TZVPD.

Computed properties:
E_HOMO: -11.126 eV
Lowest unoccupied orbital energy: -5.70 eV
Frontier orbital gap: 5.43 eV

```
! RIJCOSX wB97M-V def2-TZVPD def2/J DEFGRID3
* xyz 1 1
S -3.65 3.62 -0.04
P -2.95 2.08 0.94
F 2.18 4.16 -1.59
O -2.62 0.07 -2.63
O -3.44 0.62 0.16
O 3.87 -6.21 0.28
O 2.59 -0.82 2.81
O 1.59 -1.94 0.98
O -3.59 2.01 2.51
N -0.23 3.13 0.46
C 1.22 3.06 0.41
C 1.57 5.69 0.36
C -4.46 -1.25 -3.36
C -3.57 0.75 -4.71
C 2.14 4.27 -0.13
C 1.85 -0.81 1.81
C 2.94 -4.49 1.64
C 3.90 -6.67 2.61
C -3.47 -0.12 -3.49
C -0.39 0.69 1.39
C -1.05 2.04 0.91
C 1.15 0.57 1.36
C 3.60 -5.83 1.40
C 2.00 1.77 0.87
H -4.54 1.25 -4.73
H -2.76 0.52 -0.57
H 4.38 -7.60 2.29
H 3.59 -3.86 2.26
H 3.14 1.76 0.80
H -3.42 0.16 -5.61
H -4.51 1.64 2.39
H 2.38 6.15 1.04
H 2.98 -6.91 3.14
H -1.03 -0.19 1.73
H -4.35 -1.93 -4.21
H 3.24 4.15 0.20
H 1.40 6.42 -0.50
H 2.78 -4.00 0.68
H -5.48 -0.84 -3.33
H 1.63 -1.61 0.04
H -0.73 4.00 0.17
H 1.97 -4.64 2.13
H 4.59 -6.14 3.27
H -4.27 -1.80 -2.44
H -2.79 1.52 -4.66
H 0.61 5.55 0.96
*
```

Entry 8:
Below is a structure of composition C14H22I2LaNO4P2S, with properties calculated with ωB97M-V/def2-TZVPD.

Computed properties:
E_HOMO (alpha / beta): -14.438 / -14.444 eV
Lowest unoccupied orbital energy (alpha / beta): -10.30 / -9.34 eV
Frontier orbital gap (alpha / beta): 4.13 / 5.10 eV
Energy above the lowest of the compared OMol25 structures with the same formula, charge and spin: 428.2 kJ/mol

```
! RIJCOSX wB97M-V def2-TZVPD def2/J DEFGRID3
* xyz 2 1
La 0.12 -0.09 -0.54
I 3.05 0.51 0.28
I -3.05 -0.01 -0.14
S 3.16 -2.23 2.39
P 0.00 -2.70 -0.26
P 0.00 2.57 -0.22
O 2.92 -3.68 2.31
O -0.35 -2.22 3.57
O -0.53 0.59 3.19
O 4.36 -1.86 1.66
N 1.51 -1.55 2.17
C 2.13 -0.74 6.57
C -0.32 -3.60 1.25
C 3.07 -1.53 4.05
C 3.98 -1.04 4.95
C 1.20 -1.12 5.64
C 1.55 3.16 -0.99
C 0.74 -1.79 3.28
C 1.60 -3.14 -1.00
C 3.48 -0.63 6.23
C -0.21 3.37 1.39
C 1.71 -1.43 4.40
C -1.33 3.12 -1.35
C -0.38 0.21 2.11
C -1.33 -3.14 -1.38
H -1.32 2.49 -2.26
H -1.10 -4.20 -1.60
H 2.44 -3.02 -0.30
H 0.59 -3.35 1.80
H -0.20 4.47 1.23
H -2.31 2.97 -0.86
H -1.16 3.03 1.83
H 1.78 2.55 -1.89
H 1.43 -4.20 -1.27
H -1.17 -3.13 1.78
H 5.02 -0.92 4.72
H -0.29 -4.70 1.14
H 1.41 4.22 -1.26
H -1.30 -2.50 -2.28
H 0.13 -1.30 5.75
H 4.16 -0.23 6.98
H 2.40 3.00 -0.29
H -2.29 -2.98 -0.87
H 0.61 3.04 2.06
H 1.80 -2.51 -1.89
H -1.13 4.18 -1.60
H 1.73 -0.51 7.55
*
```

Entry 9:
Below is an isolated molecule of C14H22N2O3, with properties calculated with ωB97M-V/def2-TZVPD.

Computed properties:
E_HOMO: -8.426 eV
Lowest unoccupied orbital energy: 0.76 eV
Frontier orbital gap: 9.19 eV
Structure (SMILES): CC(C)NC[C@@H](O)COc1ccc(CC(N)=O)cc1
Energy above the lowest of the compared OMol25 structures with the same formula, charge and spin: 142.4 kJ/mol

```
! RIJCOSX wB97M-V def2-TZVPD def2/J DEFGRID3
* xyz 0 1
O -0.17 0.47 2.09
O 6.50 2.59 -2.11
O -0.26 -0.11 -0.96
N -2.45 -2.36 1.70
N 4.99 1.63 -3.47
C 1.91 2.35 -2.44
C -4.53 -2.76 0.53
C -0.40 -1.01 0.13
C 1.94 0.70 -0.22
C 3.01 2.38 -1.58
C 3.00 1.54 -0.48
C -3.84 -1.92 1.60
C -1.53 -1.45 2.33
C -4.60 -2.03 2.93
C -1.05 -0.35 1.36
C 0.84 0.67 -1.08
C 0.84 1.52 -2.19
C 5.36 2.46 -2.47
C 4.20 3.25 -1.86
H -4.55 -3.81 0.82
H 0.09 1.22 1.53
H -5.55 -2.42 0.37
H -0.65 -2.00 2.65
H -1.08 -1.79 -0.22
H -5.62 -1.66 2.81
H -0.01 1.50 -2.85
H 1.97 0.07 0.66
H -4.11 -1.44 3.70
H -2.42 -3.26 2.16
H 1.89 3.00 -3.30
H -3.98 -2.68 -0.41
H -3.83 -0.88 1.28
H 3.85 1.54 0.19
H 4.56 3.72 -0.95
H 5.68 1.04 -3.90
H 3.93 4.04 -2.57
H -1.92 0.23 1.01
H 4.02 1.47 -3.69
H 0.55 -1.46 0.41
H -4.64 -3.07 3.25
H -1.94 -0.94 3.22
*
```

Entry 10:
Below is an isolated molecule of C14H22N2O4S, with properties calculated with ωB97M-V/def2-TZVPD.

Computed properties:
E_HOMO: -9.208 eV
Lowest unoccupied orbital energy: 0.63 eV
Frontier orbital gap: 9.83 eV
Structure (SMILES): CCCNC(=O)[C@H](CC)NS(=O)(=O)c1ccc(OC)cc1
Energy above the lowest of the compared OMol25 structures with the same formula, charge and spin: 137.3 kJ/mol

```
! RIJCOSX wB97M-V def2-TZVPD def2/J DEFGRID3
* xyz 0 1
S -1.21 -1.28 -1.59
O -1.73 -2.36 -2.38
O 1.59 1.12 0.41
O -1.87 -0.01 -1.67
O -0.47 -2.92 4.02
N 0.44 1.59 -1.48
N 0.37 -1.07 -2.13
C -0.76 -3.07 0.43
C -0.58 -3.43 1.75
C 0.06 2.93 -1.10
C -1.20 -0.80 1.11
C -1.29 2.97 -0.37
C -0.55 -2.01 5.09
C -1.01 -1.15 2.43
C -1.80 4.39 -0.22
C 2.77 -0.64 -1.89
C 1.39 -0.63 -1.20
C 2.82 0.25 -3.13
C -0.69 -2.47 2.76
C 1.12 0.78 -0.66
C -1.07 -1.76 0.12
H -0.69 -3.79 -0.37
H 1.45 -1.29 -0.32
H 2.03 -0.02 -3.83
H -0.34 -4.44 2.02
H 0.85 3.32 -0.45
H 3.00 -1.67 -2.17
H 0.64 -1.91 -2.62
H 0.19 -1.20 4.98
H -1.11 -0.39 3.19
H -1.16 2.52 0.61
H -2.74 4.40 0.31
H -0.10 1.15 -2.21
H -2.00 2.36 -0.93
H -0.32 -2.59 5.98
H -1.55 -1.58 5.18
H 3.78 0.14 -3.62
H 3.51 -0.31 -1.16
H -1.95 4.85 -1.20
H 2.69 1.29 -2.85
H 0.01 3.53 -2.01
H -1.08 5.00 0.33
H -1.45 0.21 0.82
*
```

Entry 11:
Below is the ion C14H22N4O with charge +2, with properties calculated with ωB97M-V/def2-TZVPD.

Computed properties:
E_HOMO: -15.339 eV
Lowest unoccupied orbital energy: -6.54 eV
Frontier orbital gap: 8.80 eV
Structure (SMILES): Cc1cccc2[nH+]c(C(=O)NC[C@@H](C)[NH+](C)C)cn12

```
! RIJCOSX wB97M-V def2-TZVPD def2/J DEFGRID3
* xyz 2 1
O 0.75 0.15 -0.59
N 1.00 -1.38 1.03
N 2.02 -1.78 -1.99
N -1.31 1.67 0.93
N -2.45 0.89 2.62
C -2.31 1.94 1.72
C -3.49 0.73 3.56
C -0.77 0.40 1.19
C 0.89 -3.74 -0.82
C -4.39 1.82 3.63
C 2.10 -2.76 -0.87
C 1.75 -2.39 -3.30
C 2.18 -2.08 0.52
C -4.25 3.00 2.74
C 3.27 -0.95 -2.00
C -3.73 -0.52 4.34
C -3.24 3.05 1.80
C 0.36 -0.26 0.50
C -1.46 -0.04 2.30
H 3.51 -0.55 -2.98
H -2.90 -0.76 5.02
H 2.55 -3.14 -3.49
H -3.92 -1.37 3.71
H 0.79 -2.90 -3.37
H 0.98 -4.45 -1.63
H 0.69 -1.67 1.97
H -1.01 2.26 0.16
H 3.02 -3.33 -1.02
H 4.12 -1.60 -1.73
H -5.15 1.84 4.40
H 1.81 -1.65 -4.10
H -1.31 -1.00 2.80
H 2.38 -2.90 1.22
H -3.24 3.91 1.14
H -4.63 -0.44 4.93
H -0.06 -3.23 -0.92
H 1.24 -1.13 -1.76
H -4.96 3.79 2.79
H 0.92 -4.33 0.10
H 3.04 -1.41 0.58
H 3.18 -0.10 -1.26
*
```